w:
Below is a 2-piece molecular cluster, C2H3OPS overall, with properties calculated with wB97M-V/def2-TZVPD.

Kohn-Sham gap (spin up / spin down)	7.84 / 7.84	eV
LUMO energy (spin up / spin down)	-1.82 / -1.81	eV
spin multiplicity	1

The geometry in XYZ format:
```
8
C2H3OPS | the Open Molecules 2025 dataset | wB97M-V/def2-TZVPD
C -2.53750 -0.93492 -0.20501
C -1.41628 -0.81835 -0.56218
O 1.27738 -0.87613 0.02065
P 1.52071 1.88721 0.00666
S 2.29512 0.05238 0.50074
H -3.52313 -0.94935 0.32488
H -0.40430 -0.90721 -0.59716
H 2.78801 2.54637 0.51141
```

x:
Below is one molecule with the formula C2H3OPS, with properties calculated with wB97M-V/def2-TZVPD.

Kohn-Sham gap	9.59	eV
LUMO energy	0.30	eV
spin multiplicity	1

The geometry in XYZ format:
```
8
C2H3OPS | the Open Molecules 2025 dataset | wB97M-V/def2-TZVPD
C -0.92472 -0.50390 0.60906
C 0.07699 -1.02965 0.29769
P 1.80869 -1.40752 -0.05826
S 2.36824 0.67882 0.26549
O 0.95122 1.54344 -0.08301
H -1.85570 0.02197 0.70903
H 1.30270 -1.55489 -1.39768
H 0.37370 1.65313 0.70667
```

Most favorable structure: x. The second most favorable one is 29.3 kcal/mol above it.

w:
Below is one molecule with the formula C24H27FN4O, with properties calculated with wB97M-V/def2-TZVPD.

Kohn-Sham gap	8.80	eV
LUMO energy	0.29	eV
spin multiplicity	1

The geometry in XYZ format:
```
57
C24H27FN4O | the Open Molecules 2025 dataset | wB97M-V/def2-TZVPD
O 4.04206 0.14907 3.21363
C 2.98979 0.16648 2.61557
N 2.79499 -0.40108 1.38835
C 3.75121 -1.07608 0.64442
C 5.07834 -1.34317 0.91655
C 5.52133 -2.05295 -0.20505
N 4.55534 -2.20891 -1.08594
N 3.47330 -1.61363 -0.57281
C 2.24371 -1.65265 -1.33289
C 1.13444 -2.42194 -0.60655
C -0.13202 -2.42048 -1.47616
N -0.58240 -1.09353 -1.82885
C -1.22537 -0.33976 -0.76576
C -2.38204 0.49582 -1.31886
C -3.45528 -0.39543 -1.95142
C -4.51017 0.43859 -2.61677
C -4.35263 0.85335 -3.93330
C -5.30353 1.65324 -4.54093
C -6.42709 2.05248 -3.83719
C -6.59252 1.64741 -2.52396
C -5.63920 0.84755 -1.91909
C 0.45087 -0.37518 -2.54212
C 1.77088 -0.25796 -1.76016
C 1.77069 0.85090 3.14965
C 1.96103 1.94678 3.98720
C 0.87962 2.63162 4.51041
C -0.41222 2.22958 4.21460
C -0.58758 1.12580 3.40000
F -1.83872 0.71054 3.11172
C 0.47663 0.42676 2.86283
H 1.89491 -0.27848 0.95165
H 5.62197 -1.06188 1.79209
H 6.49758 -2.44993 -0.39791
H 2.50927 -2.21352 -2.23723
H 0.90374 -1.96967 0.35953
H 1.46205 -3.44597 -0.42251
H 0.07610 -2.95501 -2.40851
H -0.94153 -2.94276 -0.96207
H -1.62835 -1.04388 -0.03397
H -0.52860 0.33118 -0.23850
H -2.00769 1.19166 -2.07170
H -2.81703 1.08256 -0.50760
H -3.90426 -1.01971 -1.17649
H -2.96872 -1.04450 -2.68098
H -3.47779 0.54048 -4.48602
H -5.16958 1.96492 -5.56686
H -7.17152 2.67528 -4.31111
H -7.46763 1.95480 -1.96973
H -5.77376 0.53293 -0.89367
H 0.63798 -0.91055 -3.47805
H 0.08068 0.62080 -2.79016
H 2.53138 0.20747 -2.38837
H 1.61982 0.39277 -0.89624
H 2.97233 2.24516 4.21606
H 1.03988 3.48261 5.15400
H -1.27243 2.74588 4.60966
H 0.26778 -0.45148 2.27019
```

x:
Below is one molecule with the formula C24H27FN4O, with properties calculated with wB97M-V/def2-TZVPD.

Kohn-Sham gap	9.05	eV
LUMO energy	0.81	eV
spin multiplicity	1

The geometry in XYZ format:
```
57
C24H27FN4O | the Open Molecules 2025 dataset | wB97M-V/def2-TZVPD
F -6.47764 -0.63705 -0.41702
C -5.15464 -0.89624 -0.34362
C -4.62893 -1.92166 -1.10714
C -3.27210 -2.17633 -1.01551
C -2.47203 -1.41997 -0.17720
C -3.01373 -0.39446 0.58694
C -2.13831 0.44262 1.47616
C -1.58083 1.60331 0.73489
N -1.96081 1.97202 -0.45493
O -1.19537 3.05994 -0.75071
C -0.38764 3.26355 0.29740
C 0.61764 4.36812 0.23696
N 1.96762 3.99156 -0.12204
C 2.11949 3.24491 -1.35437
C 1.94332 1.72927 -1.19093
N 2.85374 1.23950 -0.17342
C 2.94418 -0.20807 -0.05044
C 3.51549 -0.85237 -1.31334
C 3.95227 -2.27629 -0.98860
C 2.88247 -3.05452 -0.27064
C 2.98250 -4.43976 -0.20384
C 2.04308 -5.19549 0.47068
C 0.98345 -4.56507 1.10020
C 0.87752 -3.18893 1.04212
C 1.81345 -2.42028 0.35819
C 1.63256 -0.92823 0.29581
C 2.60894 1.90940 1.09431
C 2.80131 3.41765 0.91441
N -0.59446 2.39811 1.24479
C -4.37298 -0.13027 0.49955
H -5.27256 -2.49785 -1.75232
H -2.83555 -2.97129 -1.60073
H -1.41560 -1.63398 -0.11711
H -1.30099 -0.13932 1.86858
H -2.70314 0.82737 2.32940
H 0.26214 5.08339 -0.51323
H 0.65198 4.85727 1.21297
H 1.41014 3.62299 -2.09318
H 3.13604 3.43367 -1.71336
H 2.18114 1.25056 -2.14162
H 0.89130 1.50046 -0.95321
H 3.65648 -0.38578 0.76602
H 4.36177 -0.26748 -1.67566
H 2.75523 -0.88198 -2.09603
H 4.23183 -2.80140 -1.90527
H 4.84202 -2.24608 -0.35049
H 3.81487 -4.92791 -0.69149
H 2.13769 -6.27058 0.50818
H 0.24390 -5.14214 1.63527
H 0.05316 -2.69818 1.54201
H 1.24423 -0.56856 1.25221
H 0.88592 -0.69958 -0.47310
H 3.33389 1.54146 1.82428
H 1.59722 1.72211 1.48468
H 2.60853 3.93272 1.85659
H 3.83810 3.60391 0.61608
H -4.82705 0.66181 1.07407
```

Most favorable structure: w. The second most favorable one is 20.5 kcal/mol above it.

w:
Below is one molecule with the formula C3H3NO4, with properties calculated with wB97M-V/def2-TZVPD.

Kohn-Sham gap	8.17	eV
LUMO energy	0.23	eV
spin multiplicity	1

The geometry in XYZ format:
```
11
C3H3NO4 | the Open Molecules 2025 dataset | wB97M-V/def2-TZVPD
O -2.66784 0.20427 0.19208
C -1.37756 -0.04894 0.03246
N -0.79505 -1.31218 -0.06278
C 0.54516 -0.76092 -0.06347
O 1.54956 -1.59196 0.16691
C 0.59135 0.63462 -0.15821
O 1.58807 1.49219 0.31085
O -0.71840 0.99283 -0.20249
H -3.07638 -0.70095 0.41243
H 2.45429 -1.32699 -0.32771
H 1.90679 2.41803 -0.30007
```

x:
Below is C3H3NO4 as an isolated structure, with properties calculated with wB97M-V/def2-TZVPD.

Kohn-Sham gap	8.30	eV
LUMO energy	-0.78	eV
spin multiplicity	1

The geometry in XYZ format:
```
11
C3H3NO4 | the Open Molecules 2025 dataset | wB97M-V/def2-TZVPD
C 0.79525 -0.36564 0.16268
C -1.33838 -0.14954 0.03100
C -0.10454 0.63302 -0.16497
H 2.21501 0.89138 -0.47591
H 0.39522 -2.54143 0.19053
H -0.89017 2.40288 0.56032
N 0.28869 -1.63116 -0.27241
O 2.17347 -0.16489 0.18931
O -1.16897 -1.40341 -0.10699
O -2.51020 0.32173 0.11531
O 0.14463 2.00706 -0.22888
```

y:
Below is one molecule with the formula C3H3NO4, with properties calculated with wB97M-V/def2-TZVPD.

Kohn-Sham gap	8.31	eV
LUMO energy	-0.19	eV
spin multiplicity	1

The geometry in XYZ format:
```
11
C3H3NO4 | the Open Molecules 2025 dataset | wB97M-V/def2-TZVPD
O -1.74173 2.33860 -0.68181
N -1.97944 0.99760 -0.33074
C -0.98971 0.22480 -0.25657
O -1.21388 -1.01140 0.22100
C 0.03694 -1.48401 0.55805
C 1.04841 -0.75945 -0.01756
O 2.33723 -0.92085 0.03773
O 0.41384 0.38256 -0.65695
H -0.69239 2.58220 -0.14101
H 0.04723 -2.48055 1.10375
H 2.73350 0.13050 0.16412
```

Most favorable structure: w. The second most favorable one is 54.2 kcal/mol above it.